Density functional theory data (ωB97M-V with the def2-TZVPD basis set) for 2 unconnected molecules or ions with the total composition C9H14 in a non-equilibrium geometry.

Molecular weight (g mol⁻¹): 122.21
SMILES: Cc1ccccc1.CC
Energy above the lowest of the compared OMol25 structures with the same formula, charge and spin (kcal per mole): 15.32
Spin multiplicity: 1
LUMO (eV): 1.0

Element x y z (Å)
1 C 0.476 1.666 -1.565
2 C -1.195 -0.297 -1.412
3 C 0.060 0.283 -1.117
4 C -1.522 -1.576 -0.962
5 C 1.026 -0.504 -0.527
6 C -0.476 -2.299 -0.365
7 C 0.782 -1.825 -0.139
8 H -1.942 0.249 -1.976
9 H -2.491 -2.004 -1.174
10 H 1.028 2.204 -0.813
11 H -0.457 2.112 -1.957
12 H 2.024 -0.116 -0.308
13 H -0.709 -3.338 -0.097
14 H 1.471 -2.441 0.420
15 H 0.984 1.621 -2.536
16 C -0.157 1.950 1.957
17 C 0.710 1.246 3.037
18 H 0.108 3.002 1.879
19 H 0.153 1.499 1.023
20 H -1.226 1.797 2.144
21 H 1.485 0.625 2.585
22 H 0.137 0.558 3.651
23 H 1.190 2.003 3.660

Löwdin atomic charge list, values in e, 2 entries:
1 C -0.058
2 C -0.045

---

Density functional theory data (ωB97M-V with the def2-TZVPD basis set) for 3 unconnected molecules or ions with the total composition C2H11NO2S in a non-equilibrium geometry.

Molecular weight (g mol⁻¹): 113.18
SMILES: NCCS.O.O
Energy above the lowest of the compared OMol25 structures with the same formula, charge and spin (kcal per mole): 12.66
Spin multiplicity: 1
LUMO (eV): 0.4

Element x y z (Å)
1 C -0.425 -0.703 -0.293
2 C -1.134 -1.926 -0.813
3 S -2.780 -2.279 -0.145
4 N 1.013 -0.811 -0.475
5 H -0.905 0.237 -0.616
6 H -0.549 -0.618 0.776
7 H -1.159 -1.924 -1.909
8 H -0.542 -2.800 -0.601
9 H -2.437 -2.156 1.144
10 H 1.372 -0.935 -1.415
11 H 1.466 -0.020 -0.044
12 H 1.809 2.521 0.491
13 H 2.102 2.879 -1.006
14 O 2.511 2.622 -0.174
15 H -0.117 1.998 0.868
16 H -0.434 2.036 2.451
17 O 0.212 1.879 1.762

Löwdin atomic charge list, values in e, 2 entries:
1 C -0.392
2 C -0.595

---

Density functional theory data (ωB97M-V with the def2-TZVPD basis set) for a molecular structure, C4H12BeN3O13 in a non-equilibrium geometry.

Molecular weight (g mol⁻¹): 319.16
Total charge: -1
Spin multiplicity: 1
LUMO (eV): 0.9

Element x y z (Å)
1 Be 0.111 0.508 -0.143
2 N 0.559 0.106 -3.816
3 O 0.056 -0.382 -4.776
4 O 1.605 0.630 -3.981
5 O 0.022 0.217 -2.770
6 N -1.011 3.438 0.705
7 O -1.515 4.539 0.780
8 O -0.658 2.837 1.742
9 O -0.725 2.973 -0.369
10 N 3.596 1.669 -0.694
11 O 4.002 2.016 -1.817
12 O 2.418 1.422 -0.447
13 O 4.383 1.623 0.227
14 C -2.986 -0.591 -0.928
15 C -2.170 -1.837 -0.343
16 O -0.666 -1.732 -0.439
17 O -2.329 0.619 -0.570
18 H -3.976 -0.402 -0.513
19 H -3.170 -0.744 -1.991
20 H -2.500 -2.741 -0.855
21 H -2.390 -1.946 0.719
22 H -0.321 -2.586 -0.709
23 H -2.841 1.393 -0.815
24 C 1.827 -1.174 2.024
25 C 0.474 -1.099 2.726
26 O -0.487 -0.235 2.202
27 O 1.855 -1.424 0.581
28 H 2.495 -1.923 2.449
29 H 2.239 -0.196 2.271
30 H 0.621 -0.843 3.776
31 H 0.102 -2.123 2.775
32 H -1.277 -0.174 2.744
33 H 2.658 -1.836 0.256

Löwdin atomic charge list, values in e, 2 entries:
1 Be 1.058
2 N -0.762

---

Density functional theory data (ωB97M-V with the def2-TZVPD basis set) for 2 unconnected molecules or ions with the total composition C4H12 in a non-equilibrium geometry.

Molecular weight (g mol⁻¹): 60.14
SMILES: CC.CC
Energy above the lowest of the compared OMol25 structures with the same formula, charge and spin (kcal per mole): 13.39
Spin multiplicity: 1
LUMO (eV): 1.1

Element x y z (Å)
1 C -1.166 -0.762 -1.410
2 C -2.227 0.410 -1.381
3 H -0.759 -0.864 -0.403
4 H -1.688 -1.693 -1.634
5 H -0.300 -0.626 -2.057
6 H -2.444 0.584 -0.324
7 H -3.133 -0.034 -1.779
8 H -1.770 1.306 -1.785
9 C 2.049 -0.349 0.915
10 C 1.374 0.696 1.857
11 H 1.386 -0.476 0.068
12 H 3.010 0.050 0.613
13 H 2.022 -1.298 1.454
14 H 1.535 0.592 2.934
15 H 0.318 0.708 1.639
16 H 1.809 1.674 1.636

Löwdin atomic charge list, values in e, 2 entries:
1 C -0.161
2 C -0.142

---

Density functional theory data (ωB97M-V with the def2-TZVPD basis set) for a molecular structure, C31H31IMgN4PS in a non-equilibrium geometry.

Molecular weight (g mol⁻¹): 673.87
Energy above the lowest of the compared OMol25 structures with the same formula, charge and spin (kcal per mole): 23.89
Total charge: +1
Spin multiplicity: 1
LUMO (eV): -2.3

Element x y z (Å)
1 Mg 0.430 0.771 0.232
2 I 0.677 -1.775 -1.104
3 C 2.742 -1.196 -1.312
4 C 3.483 -1.992 -2.139
5 C 4.839 -1.712 -2.350
6 C 5.422 -0.667 -1.695
7 C 4.669 0.152 -0.832
8 C 5.290 1.236 -0.181
9 C 4.568 2.063 0.626
10 C 3.188 1.852 0.785
11 C 2.519 0.814 0.178
12 C 3.267 -0.075 -0.631
13 H 3.028 -2.832 -2.642
14 H 5.408 -2.319 -3.034
15 H 6.470 -0.438 -1.826
16 H 6.346 1.404 -0.346
17 H 5.051 2.894 1.121
18 H 2.657 2.554 1.416
19 N 0.348 5.031 0.718
20 C 0.393 4.028 -0.185
21 N 0.228 2.854 0.359
22 C 0.087 3.070 1.707
23 C -0.050 2.163 2.754
24 C -0.121 2.679 4.031
25 C -0.079 4.058 4.268
26 C 0.056 4.972 3.242
27 C 0.153 4.457 1.955
28 H 0.504 6.008 0.530
29 H 0.555 4.197 -1.233
30 H -0.098 1.094 2.575
31 H -0.199 2.000 4.867
32 H -0.156 4.412 5.285
33 H 0.089 6.033 3.430
34 C -2.778 -6.414 -0.721
35 C -3.319 -5.097 -0.293
36 C -4.632 -4.736 -0.439
37 C -5.032 -3.464 0.033
38 N -4.185 -2.640 0.595
39 C -2.904 -2.982 0.758
40 S -1.823 -1.995 1.527
41 N -2.476 -4.212 0.282
42 C -6.446 -3.018 -0.096
43 H -3.595 -7.098 -0.935
44 H -2.148 -6.842 0.055
45 H -2.173 -6.304 -1.621
46 H -5.345 -5.405 -0.890
47 H -1.493 -4.435 0.394
48 H -7.123 -3.864 -0.011
49 H -6.596 -2.557 -1.073
50 H -6.672 -2.282 0.669
51 C -2.777 2.728 -0.207
52 P -2.356 0.995 0.287
53 C -3.059 0.136 -1.179
54 C -3.687 0.880 1.539
55 C -4.880 0.201 1.330
56 C -5.897 0.294 2.264
57 C -5.741 1.068 3.400
58 C -4.548 1.737 3.616
59 C -3.523 1.638 2.695
60 H -2.472 3.418 0.577
61 H -3.855 2.817 -0.341
62 H -2.261 2.985 -1.131
63 H -4.003 0.594 -1.474
64 H -3.217 -0.914 -0.951
65 H -2.352 0.209 -2.007
66 H -5.014 -0.416 0.458
67 H -6.829 -0.226 2.100
68 H -6.546 1.159 4.113
69 H -4.418 2.347 4.498
70 H -2.589 2.158 2.867

Löwdin atomic charge list, values in e, 2 entries:
1 Mg 0.458
2 I 1.002

---

Density functional theory data (ωB97M-V with the def2-TZVPD basis set) for C2H6N4O in the gas phase in a non-equilibrium geometry.

Molecular weight (g mol⁻¹): 102.10
SMILES: [H]/N=C(/O)N/C=N/N
Energy above the lowest of the compared OMol25 structures with the same formula, charge and spin (kcal per mole): 50.67
Spin multiplicity: 1
LUMO (eV): 0.8

Element x y z (Å)
1 N -0.913 -0.096 0.106
2 C -0.707 -1.219 0.845
3 N 1.387 2.116 -1.310
4 C 0.154 0.730 -0.094
5 O -0.117 -1.067 2.040
6 N 0.347 1.264 -1.273
7 N -1.120 -2.407 0.569
8 H -0.393 -1.819 2.590
9 H -1.459 -0.217 -0.734
10 H 2.262 1.679 -1.013
11 H 1.514 2.480 -2.256
12 H -1.723 -2.415 -0.260
13 H 0.768 0.972 0.790

Löwdin atomic charge list, values in e, 2 entries:
1 N 0.080
2 C -0.575